# 1
C5H17BNbO2 | ωB97M-V with the def2-TZVPD basis set

Its multiplicity is 1. The largest force on an atom is 2.60 eV/Å. For the frontier orbital gap, the calculation gives 7.38 eV. The total charge is -1. The value obtained for the total energy is -11778.8975 eV.

```
26
C5H17BNbO2 | the Open Molecules 2025 dataset | ωB97M-V with the def2-TZVPD basis set
Nb -0.39573 -0.54598 -1.49984
O -2.10249 -0.85664 1.72376
O -3.76489 0.83400 1.18634
C 0.43558 1.34586 -0.54345
C 1.23191 1.08116 0.79065
C 2.84247 -0.98913 0.76991
C -2.54739 -0.22015 -0.83396
C 2.67872 0.53596 0.58188
B -2.77975 -0.09489 0.74062
H -0.36300 2.08856 -0.35406
H -3.10809 -1.13132 -1.14460
H 0.02976 -1.46035 0.02420
H -2.69209 -1.57811 1.91944
H -3.05095 0.62846 -1.32847
H 1.32077 -0.91281 -2.06041
H 1.35608 2.06118 1.28978
H 3.90998 -1.24465 0.64952
H 3.28389 0.99787 1.38379
H 1.12983 1.82398 -1.26156
H 0.63364 0.40729 1.41523
H 2.28858 -1.58506 0.04538
H -0.84674 -2.07160 -2.39061
H -4.40692 0.86444 0.49181
H 2.52786 -1.27931 1.78002
H 3.12542 0.90040 -0.35297
H -0.73645 0.40085 -3.02240
```

Löwdin population analysis, charges in e, atoms 1 to 2: 1.148, 0.055



# 2
CO2PS | ωB97M-V with the def2-TZVPD basis set

As for the energy relative to the best compared isomer or geometry (same formula, charge and spin): 14.60 kcal per mole. Its multiplicity is 1. The largest force on an atom is 3.57 eV/Å. For the frontier orbital gap (alpha / beta), the calculation gives 4.96 / 4.96 eV. The total charge is -1. The value obtained for the total energy is -25256.5844 eV.

```
5
CO2PS | the Open Molecules 2025 dataset | ωB97M-V with the def2-TZVPD basis set
S 1.39575 0.32267 0.68019
P 2.66297 -0.39681 -0.65822
O -0.95856 0.18066 -1.09180
O -1.82135 -0.09653 1.04105
C -1.27882 -0.00999 0.02878
```

Löwdin population analysis, charges in e, atoms 1 to 2: -0.312, -0.231



# 3
C5H12O3 | ωB97M-V with the def2-TZVPD basis set

As for the energy relative to the best compared isomer or geometry (same formula, charge and spin): 85.45 kcal per mole. Its multiplicity is 1. The largest force on an atom is 7.13 eV/Å. For the frontier orbital gap, the calculation gives 8.74 eV. The total charge is 0. The value obtained for the total energy is -11519.0606 eV.

```
20
C5H12O3 | the Open Molecules 2025 dataset | ωB97M-V with the def2-TZVPD basis set
O -1.41358 1.50081 -2.46475
O -1.07113 -0.20810 3.12589
O 2.56380 2.29710 -0.21080
C -0.34538 -1.69695 0.20874
C -0.01051 -2.70767 1.30055
C 0.28890 0.34296 -1.26765
C 0.61332 -0.74314 -0.14100
C -0.99682 0.59707 -1.56369
H -0.34318 0.49342 3.12008
H -1.53803 0.25520 2.40658
H 3.19917 1.83642 0.16415
H -0.60074 2.14015 -2.67905
H 0.26703 -2.26020 2.27787
H 1.54730 -0.73508 0.28118
H 1.68606 1.89218 -0.07502
H -0.81593 -3.27679 1.72638
H -1.34938 -1.71016 -0.18937
H 0.80924 -3.28542 0.92041
H -1.94157 0.23927 -1.01399
H 1.15034 0.93895 -1.76369
```

Löwdin population analysis, charges in e, atoms 1 to 2: -0.038, -0.089



# 4
C5H13NO | ωB97M-V with the def2-TZVPD basis set

As for the energy relative to the best compared isomer or geometry (same formula, charge and spin): 4.43 kcal per mole. Its multiplicity is 1. The largest force on an atom is 1.24 eV/Å. For the frontier orbital gap, the calculation gives 10.73 eV. The total charge is 0. The value obtained for the total energy is -8933.8186 eV.

```
20
C5H13NO | the Open Molecules 2025 dataset | ωB97M-V with the def2-TZVPD basis set
O 0.50427 -1.51873 -2.30135
N -1.05115 -0.03276 -2.90278
C -0.61068 -1.06794 -2.12350
C -1.55031 -1.60082 -1.09278
C 1.75063 1.25207 0.66124
C 0.51147 0.12011 2.60024
C 0.47534 1.15678 1.47500
H 2.22184 0.26920 0.58596
H -0.38245 0.96063 0.83794
H -2.28875 -0.91190 -0.68542
H 1.58680 1.58115 -0.36785
H 0.96289 -0.78331 2.26798
H -2.11821 -2.40327 -1.55370
H 0.21205 2.09174 1.97342
H -0.51066 0.20239 -3.71800
H 1.16821 0.38650 3.43154
H -0.92438 -1.96733 -0.28495
H -0.49547 -0.11193 2.91838
H -1.93776 0.42331 -2.80024
H 2.47633 1.95411 1.07890
```

Löwdin population analysis, charges in e, atoms 1 to 2: 0.035, 0.147



# 5
C33H79FNO9 | ωB97M-V with the def2-TZVPD basis set

Its multiplicity is 2. The expectation value of S² is 0.75. The largest force on an atom is 2.82 eV/Å. For the frontier orbital gap (alpha / beta), the calculation gives 8.53 / 9.58 eV. The total charge is 0. The value obtained for the total energy is -58134.5177 eV.

```
123
C33H79FNO9 | the Open Molecules 2025 dataset | ωB97M-V with the def2-TZVPD basis set
F -0.73658 1.18289 0.86183
O 3.73415 4.98973 2.16518
O -0.14354 2.61867 -5.58401
O 2.28243 1.92553 7.54192
O 4.34225 -0.63584 3.97464
O 1.77108 0.26162 0.11880
O -7.14815 0.38615 -6.00688
O -4.23952 -1.80558 -1.15310
O 3.40839 -5.93977 1.10584
O -0.03229 -1.08082 -1.98229
N 3.13891 -1.07760 3.90655
C 2.61924 -1.54401 1.43987
C 1.77019 0.59844 2.52308
C 3.10422 -5.09950 -1.13271
C 0.12359 -1.09665 1.35457
C -1.65767 3.39488 -7.29075
C 3.97332 4.28976 0.94590
C -5.59787 -1.07005 -7.13774
C -0.16615 -0.86570 -4.37885
C 2.70185 4.26791 0.11057
C 2.73652 1.17651 4.75900
C 1.79641 -7.06933 -0.28593
C -5.49172 -1.18133 -1.43983
C -1.42892 3.19935 -5.79984
C -0.92259 -0.80710 -3.06122
C 2.94636 -2.10180 2.86409
C 3.63101 3.42147 8.86538
C 4.33276 -2.84730 2.71078
C 5.11804 4.95191 0.19458
C -8.08228 -1.37000 -7.36758
C -5.61867 -0.95743 -2.93845
C 2.43975 -5.73988 0.07619
C 2.11755 -0.01424 3.92092
C 2.63897 1.33545 9.85216
C 3.23161 1.97705 8.60690
C -1.56733 0.55603 -2.85477
C -2.13378 -0.10475 2.27396
C -6.94652 -0.95753 -6.44384
C -1.52714 4.51727 -5.04740
C 0.81337 -0.40661 4.72579
C -5.59444 0.12879 -0.67533
C 1.91434 -3.23333 3.22059
C 1.51462 -0.42831 1.35476
C -1.08307 -0.13876 1.10499
H -2.64408 3.81961 -7.48742
H 1.88646 3.79545 0.66231
H -1.57606 2.44299 -7.81867
H -0.06777 -1.61410 2.31456
H -7.96510 -2.40250 -7.70249
H 1.17551 -2.96529 3.99441
H 2.38065 5.28514 -0.13188
H -4.79473 -0.76230 -6.46525
H -2.16529 2.49671 -5.40527
H -9.04302 -1.27522 -6.85855
H 4.10428 -3.78872 2.15466
H -4.78965 0.81090 -0.96606
H 3.35228 1.34222 10.67871
H 4.04644 3.87104 7.96181
H -0.90086 4.06126 -7.71484
H 2.47812 -4.11093 3.59556
H -0.83044 -0.67743 -5.22489
H 4.10499 1.40783 8.28168
H 0.11954 -1.86689 0.55501
H -2.10009 0.58892 -1.90065
H 5.05778 -2.24489 2.13758
H 3.48031 1.73487 4.15611
H 2.85233 3.71975 -0.82230
H -5.55449 -0.41082 -8.00978
H 2.33459 -2.37302 0.75656
H 1.33110 -7.52122 0.59192
H -6.95255 -1.58690 -5.55241
H -8.12166 -0.72078 -8.24724
H 3.48614 5.89196 1.94309
H 1.73510 1.86479 10.16793
H -6.27359 -1.86483 -1.10320
H -2.27262 0.78521 -3.65728
H 1.50532 2.42410 7.81461
H 1.03528 -6.94309 -1.05831
H -1.69196 -1.58371 -3.04494
H 4.25407 3.26859 1.21458
H -4.81522 -0.31059 -3.30377
H -0.80908 1.34266 -2.82263
H 1.91943 1.90182 4.95616
H 0.97008 -1.33373 5.31349
H 0.51734 3.22751 -5.92719
H -7.14470 0.95265 -6.78406
H 4.08429 -6.53427 0.76653
H 2.54436 0.81648 0.21572
H 0.65483 -0.40377 -1.97802
H 2.34941 0.30268 9.64976
H -6.55095 0.62209 -0.85874
H 1.68243 -5.06398 0.47901
H 4.87465 5.99145 -0.04373
H 2.38166 -4.91507 -1.93011
H -2.50964 4.97522 -5.17767
H -6.57628 -0.49785 -3.19126
H 4.72388 -3.13088 3.70681
H 2.75976 4.01961 9.14852
H -2.02232 0.88686 2.76643
H -0.08505 -0.45594 4.09029
H 2.58269 1.32210 2.28561
H 1.39274 -3.56568 2.30285
H 6.02018 4.96828 0.80859
H 5.33865 4.42453 -0.73578
H 3.12550 0.84613 5.72627
H -0.76588 5.22078 -5.39733
H 0.61224 0.37814 5.48464
H 3.57090 -1.14017 1.02688
H 4.37366 3.49007 9.66275
H -3.16966 -0.16332 1.90145
H 0.29869 -1.84497 -4.51063
H -3.54043 -1.21179 -1.44633
H 3.56883 -4.15064 -0.85661
H -5.40534 -2.09347 -7.46564
H 0.63779 -0.12536 -4.39759
H -5.53296 -1.90455 -3.47550
H -1.94333 -0.86397 3.05194
H 3.89845 -5.74228 -1.52386
H -5.49181 -0.04595 0.39752
H 2.54750 -7.77681 -0.64938
H -1.35268 4.36298 -3.98096
H -1.64441 -0.51504 0.22756
H 0.87075 1.23322 2.67999
```

Löwdin population analysis, charges in e, atoms 1 to 2: -0.030, -0.053



# 6
C4H6GdO3 | ωB97M-V with the def2-TZVPD basis set

As for the energy relative to the best compared isomer or geometry (same formula, charge and spin): 22.09 kcal per mole. Its multiplicity is 8. The expectation value of S² is 16.17. The largest force on an atom is 3.51 eV/Å. For the frontier orbital gap (alpha / beta), the calculation gives 4.00 / 8.54 eV. The total charge is +3. The value obtained for the total energy is -31184.7873 eV.

```
14
C4H6GdO3 | the Open Molecules 2025 dataset | ωB97M-V with the def2-TZVPD basis set
Gd 3.57210 0.78039 -0.34241
O 1.02627 0.95649 -0.19784
O 1.98161 -0.97187 0.05757
O -0.22174 -0.89360 -0.38131
C 0.93571 -0.35330 -0.20702
C -0.43826 2.07087 -0.13932
C -0.39316 -2.30745 -0.13129
C -1.24015 2.06648 0.85967
H 0.22094 -2.87285 -0.83831
H -1.97309 2.70387 0.19524
H -0.47169 2.48748 -1.14332
H -1.42933 1.36041 1.66473
H -0.11509 -2.52641 0.90402
H -1.45412 -2.50053 -0.30044
```

Löwdin population analysis, charges in e, atoms 1 to 2: 2.416, -0.138



Among the records above, which one has the highest total charge? C4H6GdO3